Computed, not measured: a cluster of 7 separate species, C20H49BN14O13 in total, with ωB97M-V/def2-TZVPD.

```
97
Properties=species:S:1:pos:R:3
C 5.44969 -1.06343 0.78910
O 4.20810 -0.90541 0.16781
C 3.90805 0.44453 -0.19749
C 3.12440 0.47726 -1.49681
C 2.31963 1.78106 -1.62640
C 1.13164 1.63776 -2.57724
C 0.04375 2.73434 -2.47290
C -0.10948 3.47533 -1.13839
C -0.89702 2.79137 0.01112
C -1.21204 1.31594 -0.22154
N -1.84897 0.65578 0.91685
C -2.66170 1.48597 1.78724
C -1.86630 2.01667 2.93617
N -1.98259 3.19263 3.41196
C -2.51177 -0.62854 0.60323
B -1.70957 -1.54388 -0.41919
O -2.41003 -2.36980 -1.31524
O -0.32694 -1.52544 -0.52628
C -3.93256 -0.40555 -0.01642
O -4.80281 -1.28795 0.11814
O -4.07774 0.64254 -0.69935
C -2.53557 -1.48393 1.94497
O -1.54739 -2.24546 2.06985
O -3.47608 -1.29161 2.75537
H 6.24905 -1.23496 0.05260
H 5.71959 -0.19175 1.40096
H 5.39295 -1.92975 1.45275
H 4.84410 1.00775 -0.30576
H 3.31781 0.90461 0.60123
H 3.80226 0.36128 -2.34745
H 2.42274 -0.36171 -1.45878
H 2.99871 2.54114 -2.03065
H 1.98625 2.06798 -0.62893
H 0.67568 0.65353 -2.44053
H 1.51264 1.66302 -3.60561
H -0.90945 2.29944 -2.77995
H 0.27215 3.49841 -3.22705
H 0.86963 3.78170 -0.76184
H -0.63134 4.40974 -1.37323
H -0.29167 2.85933 0.92166
H -1.80361 3.36264 0.21033
H -1.83471 1.21926 -1.12046
H -0.25271 0.82185 -0.39299
H -3.42347 0.84019 2.24413
H -3.22037 2.28446 1.28683
H -1.16279 1.28163 3.34620
H -1.35673 3.29430 4.21106
H -2.33772 -2.06938 -2.22472
H -0.06482 -1.85780 -1.38987
C 3.66877 3.54855 2.53215
O 2.94786 3.11816 1.66049
N 4.62403 4.51126 2.30172
N 3.60344 3.08954 3.82256
H 5.23736 4.86129 3.01189
H 4.70197 4.86429 1.36597
H 2.91653 2.38229 4.01424
H 4.18788 3.42491 4.56311
C -7.32403 -3.94526 0.05979
O -7.03372 -4.18597 -1.10802
N -8.41432 -4.58823 0.64017
N -6.67454 -3.09121 0.86706
H -8.69148 -4.44572 1.59161
H -8.92345 -5.23620 0.06766
H -5.82839 -2.57092 0.58496
H -7.00114 -2.92675 1.80073
C -5.71695 -0.94600 -3.93936
O -4.96722 -0.22671 -4.59483
N -5.62617 -1.20298 -2.62901
N -6.77448 -1.58988 -4.57822
H -6.26322 -1.82639 -2.16389
H -4.89941 -0.79274 -2.04800
H -6.87960 -1.43280 -5.56021
H -7.40471 -2.20356 -4.09727
C -9.68577 -7.85019 -1.61748
O -10.38669 -7.00713 -1.08889
N -9.97663 -8.37239 -2.85223
N -8.54883 -8.32647 -1.03284
H -9.39870 -9.04555 -3.31619
H -10.79111 -8.01790 -3.31533
H -8.27928 -7.91757 -0.15632
H -7.93769 -8.98843 -1.46969
C 7.36716 2.76432 -0.24679
O 6.64211 2.34496 -1.12777
N 6.99250 2.89801 1.05320
N 8.67382 3.14681 -0.49285
H 7.63878 3.22906 1.75218
H 6.05355 2.64134 1.30259
H 8.99830 3.08460 -1.43892
H 9.26902 3.52924 0.21966
C 10.25050 2.09986 2.69954
O 9.38873 2.95916 2.83030
N 10.23259 1.20664 1.67325
N 11.28490 1.97701 3.58324
H 10.92066 0.48765 1.55735
H 9.46888 1.26344 1.01914
H 11.31122 2.62130 4.35063
H 11.99605 1.27611 3.50444
```

HOMO-LUMO gap = 3.279 eV
E_LUMO = 2.356 eV
total charge = -2


Computed, not measured: a structure of composition C9H11Br15F3O4V at a distorted geometry, with ωB97M-V/def2-TZVPD.

```
43
Properties=species:S:1:pos:R:3
O 6.40757 13.94058 13.08559
V 6.37103 12.40805 13.64588
O 6.10704 12.20554 15.15375
C 7.63972 10.49648 12.89080
O 8.27856 11.76254 13.54176
O 6.35882 10.77995 12.79088
C 8.39320 10.37660 11.63768
F 9.62992 10.07762 11.90529
F 7.81415 9.35941 10.92296
F 8.45440 11.51518 10.88548
C 9.10081 11.47218 14.73823
C 9.67680 12.79574 15.29870
H 10.38495 12.56668 16.07062
H 10.22867 13.30468 14.54925
H 8.82976 13.31965 15.73043
H 9.81462 10.79597 14.31114
H 8.41940 10.88238 15.41346
H 7.74563 9.68309 13.45324
C 10.57130 6.24722 11.85196
Br 8.68547 6.26560 12.20870
Br 11.05790 4.85218 10.70135
Br 11.58241 6.50004 13.43019
H 10.78324 7.18608 11.30731
C 15.10204 10.27507 14.30784
Br 14.91534 8.92697 15.70700
Br 16.92008 10.30885 13.70170
Br 14.47078 12.03948 14.67749
H 14.49745 9.83877 13.47642
C 11.19801 14.05896 10.10554
Br 12.71242 14.93678 9.32752
Br 9.75935 15.33673 10.49169
Br 11.53565 12.84431 11.59938
H 10.74365 13.37595 9.39859
C 9.92584 7.53510 7.97764
Br 11.74016 7.88106 8.48292
Br 9.69251 5.77884 7.31596
Br 9.21997 8.85558 6.61208
H 9.18170 7.64499 8.86342
C 5.19322 7.05616 15.39571
Br 5.50651 7.51744 13.58537
Br 5.52711 8.67011 16.54572
Br 6.26173 5.46723 16.02701
H 4.07864 6.76486 15.36462
```

HOMO-LUMO gap = 9.270 eV
E_LUMO = -1.086 eV


Computed, not measured: the molecule C4H4N2 at a distorted geometry, with ωB97M-V/def2-TZVPD.

```
10
Properties=species:S:1:pos:R:3
C 0.87290 -0.38209 0.58364
C -0.20464 0.41787 -0.17316
C -0.15094 0.22315 -1.63303
N -0.00804 0.15633 -2.77820
C -1.47579 0.06166 0.47703
N -2.32630 -0.24733 1.19568
H 0.82644 -0.07939 1.63244
H 1.86920 -0.19205 0.18343
H 0.65203 -1.45078 0.52683
H -0.05486 1.49264 -0.01467
```

HOMO-LUMO gap = 12.707 eV
E_LUMO = 0.503 eV
SMILES = CC(C#N)C#N


Computed, not measured: a structure of composition C2H7N5 at a distorted geometry, with ωB97M-V/def2-TZVPD.

```
14
Properties=species:S:1:pos:R:3
C -1.89789 0.07638 -0.32597
N 0.40449 -0.30316 1.40782
C 1.03973 0.01624 0.17206
N 1.89361 1.04529 -0.05477
N -0.14048 -1.39301 0.41654
N -0.59660 -0.47131 -0.62212
N 1.27210 -1.35853 -0.10576
H -0.38223 0.29632 1.65317
H 1.60697 1.95257 0.27953
H 2.37814 1.04723 -0.93939
H 1.20053 -1.58003 -1.10038
H -1.95323 0.66507 0.61193
H -2.18318 0.73104 -1.15032
H -2.64196 -0.72410 -0.24233
```

HOMO-LUMO gap = 8.859 eV
E_LUMO = 0.704 eV


Computed, not measured: a structure of composition C45H37BrErF3N8OSSeSi at a distorted geometry, with ωB97M-V/def2-TZVPD.

```
99
Properties=species:S:1:pos:R:3
Er 0.32792 0.83412 0.34147
C -1.82282 3.66311 3.74688
C -1.69358 2.90808 4.93322
C -1.18906 1.62201 4.82942
C -0.87295 1.12195 3.54603
N -0.93113 1.88156 2.42602
C -1.43146 3.11456 2.52878
C -0.48642 -0.27504 3.33358
C -0.10885 -1.04947 4.42699
C 0.03728 -2.42360 4.28331
C -0.14431 -2.98732 3.01479
C -0.40975 -2.19631 1.91035
C -0.39743 -0.83610 2.05805
H -2.18729 4.69971 3.79095
H -1.97115 3.33828 5.89160
H -1.14554 0.96738 5.70194
H -1.56391 3.65360 1.59212
H 0.02698 -0.59446 5.41056
H 0.27427 -3.05305 5.14266
H -0.09110 -4.07326 2.89089
H -0.54693 -2.63387 0.92521
Br -3.52020 -5.89189 -3.02136
C -4.23273 -4.13994 -2.96769
C -4.93052 -3.69474 -4.09868
C -5.56639 -2.46217 -4.01643
C -5.42598 -1.65284 -2.84844
C -4.65624 -2.10698 -1.73165
C -4.07661 -3.37194 -1.81233
N -6.21902 -0.44779 -2.92634
N -5.90907 0.61494 -2.28530
C -4.62655 1.06574 -1.97081
C -4.61825 1.98562 -0.88159
C -3.43763 2.41109 -0.28758
C -2.18041 2.00065 -0.82862
O -1.04426 2.37914 -0.32881
C -2.18821 1.14037 -2.04136
N -0.96826 0.80507 -2.50804
C -0.90570 0.18565 -3.67078
C -2.02387 -0.19945 -4.42853
C -3.28158 0.11373 -3.95009
C -3.39422 0.69251 -2.65166
H -4.99400 -4.32837 -4.98006
H -6.20760 -2.07347 -4.80739
H -4.53553 -1.50075 -0.83751
H -3.51619 -3.78352 -0.95684
H -5.59940 2.29980 -0.53987
H -3.43900 3.09469 0.57314
H 0.10242 0.01809 -4.05667
H -1.89519 -0.74958 -5.36108
H -4.17394 -0.08292 -4.54440
N 2.62449 -1.34230 -3.01708
C 1.74972 -2.44025 -2.98743
C 1.74014 -3.70950 -3.59852
C 0.69475 -4.55942 -3.25410
C -0.32385 -4.18802 -2.35219
C -0.34346 -2.92859 -1.74849
C 0.74688 -2.05100 -2.01732
N 1.05308 -0.78134 -1.50872
C 2.12709 -0.38639 -2.17780
C 2.72306 0.93784 -2.05351
C 3.94641 1.31580 -2.55003
S 4.22668 2.98550 -2.20871
C 2.66026 3.02025 -1.43229
N 1.99190 1.92415 -1.37059
H 3.36679 -1.13854 -3.70388
H 2.51079 -4.00514 -4.30689
H 0.64482 -5.55980 -3.68170
H -1.11876 -4.89555 -2.16638
H -1.19119 -2.62300 -1.13521
H 4.69218 0.72632 -3.08788
H 2.33600 3.98004 -1.04505
F 1.96695 7.71591 3.37975
C 2.72739 6.63030 3.76553
F 4.06053 6.90040 3.47531
F 2.61640 6.43713 5.14108
C 2.25256 5.36546 3.02693
C 1.43856 5.43906 1.87402
C 1.08228 4.25442 1.22956
N 1.51798 3.03553 1.61541
C 2.24770 2.97802 2.73975
C 2.65892 4.09782 3.47419
H 1.09599 6.40753 1.49746
H 0.39852 4.27611 0.38888
H 2.54257 1.98632 3.07061
H 3.32465 3.96608 4.34217
C 5.05598 -2.08393 -0.38419
Si 3.83989 -2.02037 1.03485
C 2.58896 -3.38145 0.81724
C 4.80234 -2.22744 2.65009
Se 2.91056 0.09357 1.12058
H 5.81871 -2.84995 -0.21025
H 5.55726 -1.12155 -0.55415
H 4.50616 -2.36520 -1.28596
H 3.05290 -4.23265 0.30865
H 1.73151 -3.07290 0.22631
H 2.20836 -3.73540 1.77141
H 5.25646 -3.21581 2.70081
H 4.11377 -2.11124 3.50107
H 5.55971 -1.44948 2.72863
```

HOMO-LUMO gap (alpha / beta) = 6.543 / 6.537 eV
E_LUMO (alpha / beta) = -0.484 / -0.488 eV
<S²> = 3.753
multiplicity = 4